Record 1
Entry from the Open Molecules 2025 dataset: a 5-piece molecular cluster, C14H26O19S5 overall (wB97M-V/def2-TZVPD).

```
64
Properties=species:S:1:pos:R:3:lowdin_charge:R:1
O -0.96839 0.31592 -0.26737 0.160
C -0.67638 -0.65981 -0.87289 -0.550
O 0.01883 -1.76079 -0.46967 0.034
C 0.25029 -2.46778 -1.72752 -0.063
C -1.10024 -2.16470 -2.41855 -0.256
C -2.22915 -2.95721 -1.70227 -0.144
C -3.63900 -2.68403 -2.29993 -0.220
C -4.32037 -1.39976 -1.69360 -0.499
S -4.10479 0.06490 -2.81959 0.683
O -1.08534 -0.74788 -2.19309 0.036
H 1.11474 -1.90583 -2.12957 0.141
H 0.54186 -3.52526 -1.65321 0.140
H -1.06032 -2.45935 -3.47817 0.166
H -1.98377 -4.02728 -1.85791 0.131
H -2.19913 -2.79449 -0.60194 0.080
H -4.33642 -3.51594 -2.10111 0.110
H -3.54752 -2.60396 -3.39622 0.095
H -5.40990 -1.56803 -1.67130 0.059
H -3.94408 -1.19250 -0.68585 0.052
H -3.57717 -0.51211 -3.93642 -0.161
C 1.29299 1.06937 1.78574 -0.163
C 0.90103 1.15532 3.24621 -0.157
O 2.14073 1.07340 3.96192 -0.191
S 3.30605 1.76231 3.08689 0.622
O 3.48892 3.10019 3.55266 -0.235
O 4.38729 0.84229 2.96786 -0.226
O 2.51345 1.81984 1.68720 -0.184
H 1.49950 0.03859 1.49023 0.131
H 0.53534 1.48675 1.12996 0.118
H 0.23342 0.35184 3.54582 0.133
H 0.43803 2.11762 3.47680 0.136
C 6.43713 4.88996 4.29406 -0.171
C 6.87935 3.67242 5.07082 -0.171
O 8.21151 3.97218 5.50137 -0.190
S 8.33728 5.56193 5.76014 0.626
O 8.17012 5.81214 7.15326 -0.226
O 9.45844 6.04737 5.02853 -0.224
O 6.98231 6.00829 5.00311 -0.189
H 6.85675 4.88831 3.28544 0.136
H 5.35464 4.96997 4.23525 0.122
H 6.86572 2.76732 4.46874 0.135
H 6.26165 3.52662 5.96019 0.136
C -2.10488 2.54607 -6.68030 -0.165
C -3.56488 2.66867 -7.07184 -0.164
O -3.83025 1.50162 -7.85792 -0.186
S -2.92825 0.27979 -7.31630 0.622
O -3.72419 -0.51176 -6.43548 -0.242
O -2.21615 -0.27817 -8.41505 -0.217
O -1.90791 1.15241 -6.42260 -0.193
H -1.44741 2.83892 -7.50203 0.133
H -1.86286 3.13129 -5.79621 0.137
H -3.76841 3.56876 -7.64641 0.136
H -4.21432 2.64264 -6.19337 0.135
C -1.46976 -4.00063 3.19622 -0.160
C -2.58740 -4.91430 3.66392 -0.162
O -3.69820 -4.59155 2.82049 -0.181
S -3.15349 -4.16403 1.36495 0.620
O -3.23293 -5.29768 0.50595 -0.209
O -3.72007 -2.90167 1.02770 -0.217
O -1.60804 -3.94851 1.77219 -0.192
H -1.59176 -2.98910 3.59010 0.133
H -0.48639 -4.37829 3.46628 0.137
H -2.84491 -4.75766 4.70830 0.137
H -2.33294 -5.96493 3.50536 0.135
```

## Properties
DFT total energy = -3969.443158 Ha
Structure (SMILES) = O=C1OC[C@@H](CCCS)O1.O=S1(=O)OCCO1.O=S1(=O)OCCO1.O=S1(=O)OCCO1.O=S1(=O)OCCO1
HOMO level = -8.55 eV
Molecular weight = 658.7 g mol⁻¹
Kohn-Sham gap = 8.5581 eV

Record 2
Entry from the Open Molecules 2025 dataset: one molecule with the formula C4H8O2 (wB97M-V/def2-TZVPD).

```
14
Properties=species:S:1:pos:R:3:lowdin_charge:R:1
C 2.02872 -0.04340 -0.10582 -0.006
C 0.60702 0.40197 -0.31740 -0.407
O 0.35120 1.58917 -0.25870 0.071
C -0.51570 -0.63152 -0.43416 -0.102
C -1.59238 -0.20266 0.57235 -0.264
O -2.02011 1.11809 0.28273 -0.077
H 2.17811 -0.09979 0.98154 0.101
H 2.19966 -1.02593 -0.53967 0.077
H 2.73438 0.69523 -0.49936 0.091
H -0.98039 -0.54372 -1.43339 0.135
H -0.11103 -1.66359 -0.35649 0.122
H -1.22507 -0.27191 1.62547 0.125
H -2.44395 -0.89459 0.47611 0.117
H -1.21047 1.57264 0.00677 0.014
```

## Properties
DFT total energy = -307.672782 Ha
Structure (SMILES) = CC(=O)CCO
HOMO level = -9.87 eV
ΔE to the lowest compared entry with this formula, charge and spin = 24.9 kcal/mol
Molecular weight = 88.1 g mol⁻¹
Kohn-Sham gap = 10.7248 eV

Record 3
Entry from the Open Molecules 2025 dataset: a 2-piece molecular cluster, C5H10O2 overall (wB97M-V/def2-TZVPD).

```
17
Properties=species:S:1:pos:R:3:lowdin_charge:R:1
C 2.19714 1.01478 -0.46498 -0.094
O 0.79546 1.07214 -0.29639 -0.144
C 0.10150 0.07721 -0.91541 -0.216
C 0.09720 -1.92495 1.45632 -0.152
O -0.01903 -3.10620 1.25042 -0.005
C -1.21584 -0.06666 -0.76613 -0.157
C -2.07592 0.83702 0.07045 -0.095
H 2.62559 0.14549 0.05254 0.083
H 2.47368 0.96980 -1.52636 0.092
H 2.60754 1.92738 -0.02959 0.092
H 0.69148 -0.58687 -1.54827 0.126
H -0.73584 -1.29597 1.82669 0.078
H 1.05664 -1.38886 1.30388 0.075
H -1.68256 -0.89472 -1.29285 0.104
H -3.05263 0.99442 -0.39870 0.072
H -2.26429 0.41433 1.06732 0.066
H -1.60012 1.81166 0.21109 0.074
```

## Properties
DFT total energy = -346.917932 Ha
Structure (SMILES) = C/C=C\OC.C=O
HOMO level = -8.77 eV
ΔE to the lowest compared entry with this formula, charge and spin = 67.5 kcal/mol
Molecular weight = 102.1 g mol⁻¹
Kohn-Sham gap = 9.6303 eV